Record 1
Entry from the OMol25 dataset: a structure of composition C28H29BCl2GeO6RuS (ωB97M-V with the def2-TZVPD basis set).

Properties
<S²>	0.76
Kohn-Sham gap (alpha / beta)	6.10 / 6.17	eV
spin multiplicity	2
total charge	+1
E	-5050.8512	hartree
energy relative to the best compared isomer or geometry (same formula, charge and spin)	1.581	eV

```
69
C28H29BCl2GeO6RuS | the OMol25 dataset | ωB97M-V with the def2-TZVPD basis set
Ru -1.38300 0.78108 1.81514
O -2.76644 -0.26800 3.01048
S -1.58810 -0.86188 3.74979
O -1.86863 -1.83394 4.72771
O -0.74430 0.32076 4.08068
O -0.77565 -1.45097 2.47796
Cl -1.91756 2.98433 2.70975
C -3.53295 3.24544 1.95213
Cl -4.09174 1.73328 1.27918
H -3.40404 3.96958 1.15756
H -4.21061 3.58342 2.72648
C 1.15476 -1.41121 0.33049
Ge 0.98395 -0.69112 2.10863
C 0.91474 1.27013 2.03207
C 1.16033 1.88112 0.79011
C 1.46328 3.24049 0.68534
C 1.57978 3.99291 1.82811
C 1.41773 3.40322 3.09377
C 1.08359 2.08112 3.20548
C 2.17147 -1.46642 3.37475
C 1.72430 -2.14382 4.47533
C 2.62905 -2.81057 5.33730
C 3.96097 -2.79128 5.06727
C 4.46851 -2.09199 3.94084
C 5.85978 -2.06762 3.66233
C 6.34819 -1.37981 2.59475
C 5.46193 -0.66192 1.75625
C 4.12143 -0.67325 2.00069
C 3.57510 -1.40555 3.09085
H 2.05248 -2.02817 0.30091
H 1.23296 -0.65260 -0.44584
H 0.28922 -2.03767 0.11414
H 1.17843 1.28633 -0.10618
H 1.63162 3.68133 -0.28744
H 1.83319 5.04356 1.75618
H 1.56413 3.99830 3.98577
H 0.97923 1.64538 4.18378
H 0.67232 -2.20838 4.71186
H 2.24833 -3.34116 6.19956
H 4.65940 -3.30837 5.71427
H 6.52875 -2.60790 4.32152
H 7.41024 -1.37022 2.38922
H 5.85579 -0.09775 0.92070
H 3.47839 -0.08707 1.34879
C -2.82135 -2.35400 -5.51697
C -3.16775 -0.86382 -5.62726
C -2.72592 -0.36520 -7.00247
C -4.68644 -0.68235 -5.50815
C -2.47952 -0.10011 -4.49058
C -1.55511 0.91644 -4.72576
C -0.91957 1.62188 -3.69580
C -1.26001 1.25191 -2.42526
O -0.77381 1.76257 -1.19859
B -1.43504 1.02225 -0.25322
O -2.30255 0.09171 -0.78603
C -2.16837 0.25477 -2.17286
C -2.79789 -0.44334 -3.16627
H -3.28399 -2.90629 -6.33717
H -3.18206 -2.78677 -4.58214
H -1.74215 -2.51126 -5.56813
H -3.24385 -0.93848 -7.77263
H -1.65329 -0.49670 -7.16042
H -2.97176 0.68784 -7.15524
H -5.18804 -1.19010 -6.33408
H -4.96160 0.37373 -5.54297
H -5.07509 -1.10140 -4.57833
H -1.30784 1.18419 -5.74227
H -0.20512 2.40764 -3.89830
H -3.50219 -1.22828 -2.92749
```



Record 2
Entry from the OMol25 dataset: a cluster of 15 separate species, C28H29BrCl56O3PSi in total (ωB97M-V with the def2-TZVPD basis set).

Properties
Kohn-Sham gap	5.61	eV
total charge	-1
E	-30285.1207	hartree

```
119
C28H29BrCl56O3PSi | the OMol25 dataset | ωB97M-V with the def2-TZVPD basis set
C -2.29068 -2.22278 0.40093
C -2.32642 -0.83095 0.72016
P -1.54960 0.93982 1.00209
C -1.49498 0.85834 2.92341
C -1.32274 -0.65732 3.54521
C -2.70994 -1.37382 4.03488
O -3.88350 -0.49847 4.12977
C -5.10298 -1.34101 4.31259
Si -3.50524 1.84803 0.72492
C -4.48165 0.80553 -0.62387
C -3.24983 3.60289 -0.11391
C -4.67308 2.04048 2.20446
O 0.12765 0.38547 1.13266
C 0.80034 0.23850 -0.18623
C -0.05757 1.07347 -1.32810
C -0.31563 0.38853 -2.79613
Br -1.31171 1.78058 -3.90301
C -1.19724 -0.99380 -2.77306
C -1.71883 -1.45294 -4.29502
O -1.41551 1.14921 -0.75775
H -2.33574 -3.39173 0.17756
H -0.95105 2.27869 1.06117
H -0.46774 1.40732 3.19947
H -2.31207 1.47583 3.47681
H -0.67318 -0.50743 4.53688
H -0.66143 -1.38019 2.87505
H -2.52493 -1.91277 5.08278
H -2.94296 -2.26418 3.27770
H -4.86287 -2.50319 4.27585
H -5.55942 -1.04688 5.37480
H -5.91723 -1.07567 3.48070
H -3.84334 0.66704 -1.59262
H -5.45355 1.42599 -0.93317
H -4.90683 -0.20475 -0.17230
H -3.54874 4.49419 0.58913
H -3.85147 3.62463 -1.14476
H -2.10970 3.64324 -0.39574
H -4.15967 2.57739 3.13360
H -5.54634 2.78785 1.87952
H -5.24927 1.04864 2.53408
H 1.81767 0.80920 -0.08846
H 1.11733 -0.85616 -0.50549
H 0.32316 2.17027 -1.57041
H 0.71592 0.17485 -3.33108
H -0.51740 -1.85477 -2.34339
H -2.16219 -0.95969 -2.11293
H -0.81637 -1.57243 -5.04790
H -2.20905 -2.52529 -4.13189
H -2.58074 -0.76197 -4.69991
C 1.44861 -2.96069 5.60893
Cl 1.27756 -1.92478 7.04840
Cl 0.06002 -4.07259 5.50889
Cl 1.50084 -1.94277 4.14749
Cl 2.95607 -3.90258 5.73079
C -3.53149 6.47321 -3.40029
Cl -5.22185 6.79994 -2.94163
Cl -3.15427 7.32095 -4.92134
Cl -2.44430 7.05165 -2.11262
Cl -3.30542 4.72032 -3.62550
C 3.97649 1.67297 -2.70862
Cl 5.36585 1.61202 -3.82235
Cl 3.49030 0.01484 -2.27415
Cl 4.43541 2.56275 -1.23472
Cl 2.61438 2.50235 -3.50312
C 4.90841 0.08345 6.55913
Cl 4.42610 -1.61807 6.34320
Cl 5.76742 0.64668 5.10332
Cl 3.45685 1.08412 6.81661
Cl 5.98320 0.22119 7.97345
C 1.74989 7.11079 -1.42464
Cl 2.37951 8.36042 -2.52756
Cl 3.09789 6.39839 -0.50273
Cl 0.58296 7.84698 -0.29726
Cl 0.93908 5.83737 -2.37092
C 4.48415 -1.06295 -7.04768
Cl 6.11594 -1.19868 -6.34534
Cl 3.66102 -2.63992 -6.94682
Cl 3.54806 0.15444 -6.14415
Cl 4.61148 -0.56756 -8.75438
C -2.48631 4.72756 5.06585
Cl -2.93674 3.05547 5.48500
Cl -3.72109 5.84975 5.69076
Cl -0.90711 5.11729 5.79309
Cl -2.38019 4.88778 3.29454
C 5.25241 -4.81679 9.11018
Cl 6.23069 -6.05745 8.28666
Cl 5.45207 -4.97675 10.87344
Cl 5.79082 -3.19803 8.59597
Cl 3.53607 -5.03479 8.68463
C 3.82386 -4.74182 -10.60488
Cl 3.48739 -4.66613 -12.35288
Cl 5.13780 -5.90666 -10.30280
Cl 4.31374 -3.13020 -10.02404
Cl 2.35653 -5.26420 -9.73970
C -5.32291 6.24985 9.41120
Cl -6.45653 5.45721 10.53416
Cl -4.36420 5.01106 8.56219
Cl -6.23875 7.21014 8.22218
Cl -4.23215 7.32110 10.32615
C 2.41358 -0.85181 -13.02690
Cl 1.92557 0.85374 -12.86145
Cl 4.10828 -1.03763 -12.50921
Cl 1.36609 -1.87084 -12.00758
Cl 2.25433 -1.35265 -14.72933
C -6.14129 -4.62689 6.32561
Cl -4.52048 -4.55149 5.58959
Cl -6.49395 -3.08449 7.14486
Cl -7.35726 -4.91654 5.05590
Cl -6.19358 -5.95507 7.51206
C 2.77946 -6.39769 -16.06718
Cl 2.29145 -4.69214 -15.90173
Cl 4.47415 -6.58351 -15.54949
Cl 1.73196 -7.41672 -15.04786
Cl 2.62021 -6.89853 -17.76961
C 9.41885 -3.16085 7.15142
Cl 9.06486 -4.82815 7.67029
Cl 7.96136 -2.44485 6.41820
Cl 9.91097 -2.19138 8.56302
Cl 10.73826 -3.17891 5.95422
```



Record 3
Entry from the OMol25 dataset: a structure of composition C28H29Cl2N5OOsS2 (ωB97M-V with the def2-TZVPD basis set).

Properties
Kohn-Sham gap	6.37	eV
E	-3240.8080	hartree
energy relative to the best compared isomer or geometry (same formula, charge and spin)	0.356	eV

```
68
C28H29Cl2N5OOsS2 | the OMol25 dataset | ωB97M-V with the def2-TZVPD basis set
Os -0.12397 1.16867 -0.67806
C -1.51121 0.29000 3.41906
C -1.50056 0.67510 1.96096
N -0.37768 0.67883 1.28929
N 0.75111 0.41015 2.07998
C 1.88045 0.45586 1.47677
S 2.13559 0.68724 -0.21902
S 3.25077 0.37050 2.59184
C 4.47957 -0.58938 1.66238
C 4.12703 -2.04312 1.50933
C 3.95828 -2.60311 0.24909
C 3.64853 -3.95160 0.11214
C 3.48738 -4.74791 1.23447
C 3.65145 -4.19331 2.49828
C 3.97176 -2.85339 2.63199
C -2.77624 1.08251 1.36784
C -3.86655 1.30037 2.23798
C -5.10092 1.71043 1.79737
C -5.30075 1.91361 0.43051
C -4.26600 1.71739 -0.44839
C -2.99050 1.31264 -0.00908
O -2.09128 1.14566 -0.95984
H -0.60786 -0.23799 3.68759
H -2.38004 -0.33552 3.61923
H -1.58300 1.17670 4.05312
H 5.37611 -0.47303 2.27445
H 4.67705 -0.12159 0.69938
H 4.09725 -1.98168 -0.62810
H 3.54756 -4.38561 -0.87430
H 3.24552 -5.79743 1.12754
H 3.53557 -4.81034 3.38008
H 4.09090 -2.42213 3.61907
H -3.73031 1.15716 3.29933
H -5.90326 1.87420 2.50339
H -6.26784 2.23218 0.06198
H -4.38704 1.87841 -1.51167
Cl 1.52888 3.52302 -3.72520
C 0.83991 4.62998 -2.59241
C 0.86045 5.98351 -2.86917
C 0.31301 6.88007 -1.96385
C -0.24627 6.43016 -0.77761
C -0.24858 5.07691 -0.49931
Cl -0.94432 4.51442 0.98040
C 0.27886 4.13709 -1.40401
N 0.19525 2.80607 -1.15086
H 1.30356 6.32572 -3.79357
H 0.32531 7.93885 -2.18388
H -0.67296 7.11933 -0.06278
C 0.79856 -1.71895 -1.77758
C 0.54287 -3.19081 -2.17581
N -0.83956 -3.57457 -1.92007
C -1.11899 -3.39973 -0.49723
C -0.85471 -1.94025 -0.05014
N -0.43137 -1.10519 -1.20473
C -1.47879 -1.20717 -2.26698
C -1.70325 -2.67946 -2.68010
H 1.08780 -1.10539 -2.63227
H 1.58587 -1.64055 -1.03620
H 1.18976 -3.85644 -1.60400
H 0.75749 -3.35166 -3.23386
H -0.49228 -4.09229 0.06716
H -2.15993 -3.67504 -0.32006
H -0.05793 -1.88691 0.69387
H -1.75077 -1.48587 0.37371
H -1.13405 -0.59520 -3.10111
H -2.38638 -0.75534 -1.88862
H -1.49385 -2.82283 -3.74159
H -2.74049 -2.97197 -2.50817
```



Record 4
Entry from the OMol25 dataset: a cluster of 3 separate species, C28H29FN2O6 in total (ωB97M-V with the def2-TZVPD basis set).

Properties
Kohn-Sham gap	8.52	eV
structure (SMILES)	C#CC[C@](C#N)(OC[C@@H](C)CC(C)C)[C@H](C#N)CC(=O)F.O=C1C=CC(=O)C=C1.O=C1C=CC(=O)C=C1
E	-1744.9951	hartree

```
66
C28H29FN2O6 | the OMol25 dataset | ωB97M-V with the def2-TZVPD basis set
C 1.20271 -4.11682 0.79319
C 0.47727 -3.21077 0.52035
C -0.31862 -2.07916 -0.01528
C -0.19079 -0.81937 0.90631
C 0.23066 -1.31030 2.29016
N 0.50052 -1.69476 3.33932
O -1.29805 0.00435 0.95871
C -2.49185 -0.63087 1.39560
C -3.49529 0.42221 1.92099
C -2.71500 1.45378 2.77685
C -4.21652 1.19028 0.79195
C -5.53707 0.56620 0.30103
C -6.54505 0.27726 1.42762
C -5.34381 -0.69330 -0.57809
C 0.98105 0.11942 0.45420
C 2.04814 -0.60855 -0.25816
N 2.80723 -1.19380 -0.89638
C 1.66101 0.82938 1.67490
C 2.37180 2.06034 1.10830
O 3.41401 2.00551 0.56547
F 1.76815 3.25173 1.27460
H 1.62018 -5.09417 0.85997
H -0.01678 -1.88213 -1.04963
H -1.33836 -2.47138 -0.07149
H -2.97821 -1.09467 0.52649
H -2.36413 -1.40532 2.16250
H -4.19802 -0.06785 2.60183
H -2.04028 2.02826 2.13383
H -3.40105 2.14449 3.27516
H -2.10504 0.94903 3.53713
H -3.51672 1.34036 -0.04232
H -4.44983 2.19391 1.17201
H -6.01466 1.31240 -0.35182
H -6.61742 1.13602 2.10541
H -6.27213 -0.60121 2.02491
H -7.51887 0.06331 0.97620
H -5.00510 -1.52240 0.05733
H -6.26354 -0.96401 -1.09959
H -4.53115 -0.48502 -1.28448
H 0.56234 0.91777 -0.16436
H 2.42398 0.20686 2.13707
H 0.92298 1.20394 2.38874
C 2.90510 -5.45980 -2.49480
C 2.31098 -4.27392 -2.60547
C 0.92676 -4.15448 -3.12213
O 0.38082 -3.07396 -3.22257
C 0.22983 -5.40418 -3.51139
C 0.82462 -6.58899 -3.40199
C 2.20979 -6.70961 -2.88352
O 2.74979 -7.79026 -2.78124
H 3.91455 -5.56787 -2.11893
H 2.80277 -3.35032 -2.32407
H -0.78043 -5.29575 -3.88562
H 0.33268 -7.51206 -3.68130
C 4.40630 4.61770 -0.64245
C 4.33121 5.22959 0.53661
C 4.83403 6.61149 0.72103
O 4.76749 7.16911 1.79621
C 5.42352 7.28888 -0.45988
C 5.49950 6.67874 -1.63944
C 4.99585 5.29510 -1.82299
O 5.06359 4.74021 -2.89903
H 4.04704 3.61271 -0.79455
H 3.90432 4.75264 1.40853
H 5.78440 8.29786 -0.30535
H 5.92681 7.15622 -2.51219
```



Record 5
Entry from the OMol25 dataset: a structure of composition C28H29IN2O5PdSSi (ωB97M-V with the def2-TZVPD basis set).

Properties
Kohn-Sham gap	6.86	eV
E	-2683.3858	hartree
energy relative to the best compared isomer or geometry (same formula, charge and spin)	0.316	eV

```
68
C28H29IN2O5PdSSi | the OMol25 dataset | ωB97M-V with the def2-TZVPD basis set
Pd 0.81182 1.07639 -0.87741
C -0.34149 3.49047 2.47961
C -1.29923 4.32617 1.92820
C -1.60401 4.23409 0.58024
C -0.93438 3.29800 -0.19354
N 0.01045 2.51967 0.36196
C 0.30890 2.58968 1.65697
C -1.17182 3.00316 -1.62065
C -2.01824 3.77923 -2.40504
C -2.16656 3.51605 -3.75594
C -1.44859 2.47243 -4.31977
C -0.61518 1.68438 -3.53575
C -0.47096 1.91137 -2.17417
H -0.08950 3.53278 3.52928
H -1.81854 5.04552 2.54808
H -2.35921 4.86410 0.13477
H 1.09069 1.91567 1.97927
H -2.55154 4.60998 -1.96057
H -2.81411 4.13269 -4.36433
H -1.52326 2.27347 -5.38189
H -0.05529 0.89883 -4.02684
O -1.67763 -0.53210 -0.08524
C -0.91685 -0.92773 0.84860
O 0.26307 -0.57009 0.97538
C -1.49464 -1.87783 1.86603
C -2.83617 -2.22554 1.81471
C -3.40346 -3.09424 2.75172
C -2.56055 -3.58821 3.71501
O -2.86406 -4.43966 4.74204
C -1.63318 -4.68772 5.42560
O -0.63093 -3.85858 4.84583
C -1.22171 -3.23977 3.77220
C -0.65305 -2.38374 2.86903
H -3.44267 -1.80048 1.02756
H -4.44981 -3.36350 2.72963
H -1.35566 -5.73653 5.29382
H -1.75392 -4.42670 6.47739
H 0.38495 -2.08760 2.91152
I 2.73498 3.76991 -2.00282
C 2.25761 1.71501 -2.15245
H 3.11706 1.14758 -1.82825
H 1.93477 1.52272 -3.16515
S 1.27383 -0.92438 -1.97347
C -0.10494 -1.42357 -2.90225
N -1.35028 -1.19141 -2.45350
C -2.45032 -1.56588 -3.11075
C -2.36008 -2.25728 -4.29368
C -1.08615 -2.55300 -4.77682
C 0.03800 -2.13952 -4.09536
H -1.41898 -0.69830 -1.47025
H -3.38605 -1.29167 -2.64431
H -3.25490 -2.55322 -4.81919
H -0.97461 -3.09878 -5.70489
H 1.03126 -2.33574 -4.47145
C 5.04356 1.16262 1.60724
Si 3.53778 0.14985 1.12364
C 4.14978 -1.22649 -0.00866
C 2.88632 -0.67788 2.68847
O 2.47324 1.13015 0.40215
H 5.86841 0.53846 1.96055
H 4.80686 1.86795 2.40865
H 5.40812 1.75054 0.76133
H 4.83245 -1.87649 0.54790
H 4.70070 -0.84265 -0.87210
H 3.34077 -1.86020 -0.37536
H 3.67871 -0.75231 3.43908
H 2.52489 -1.68628 2.47918
H 2.05353 -0.13384 3.13917
```



Record 6
Entry from the OMol25 dataset: a structure of composition C28H29N2O3P2ReSTe (ωB97M-V with the def2-TZVPD basis set).

Properties
<S²>	0.77
Kohn-Sham gap (alpha / beta)	6.86 / 6.08	eV
spin multiplicity	2
total charge	+1
E	-2846.6680	hartree
energy relative to the best compared isomer or geometry (same formula, charge and spin)	0.000	eV

```
67
C28H29N2O3P2ReSTe | the OMol25 dataset | ωB97M-V with the def2-TZVPD basis set
Re -0.67895 0.18360 -0.85297
O -1.11075 -5.43312 -0.62167
C 0.06556 -5.20630 -1.22878
C 0.82016 -6.32364 -1.58969
C 2.04766 -6.17889 -2.19671
C 2.54627 -4.91063 -2.50100
C 1.79493 -3.80519 -2.17949
C 0.56010 -3.92355 -1.52265
C -0.18330 -2.69834 -1.20179
O 0.22711 -1.55682 -1.71073
N -1.23139 -2.77133 -0.44460
N -1.81789 -1.52572 -0.35979
C -3.06813 -1.51044 -0.03183
C -3.95628 -0.39821 -0.18365
C -5.24468 -0.46736 0.38313
C -6.18508 0.49340 0.11511
C -5.87608 1.52726 -0.78012
C -4.63228 1.60223 -1.36525
C -3.64353 0.66587 -1.04914
O -2.43663 0.78942 -1.60132
H -1.50832 -4.56994 -0.39692
H 0.40447 -7.30100 -1.38294
H 2.62725 -7.05935 -2.44195
H 3.50087 -4.79997 -2.99642
H 2.13811 -2.81337 -2.44175
H -3.49766 -2.46299 0.27373
H -5.48283 -1.30044 1.03463
H -7.16218 0.44647 0.57506
H -6.62464 2.27120 -1.02021
H -4.37354 2.39198 -2.05857
C -0.75747 -0.53699 2.58728
P -0.74295 0.83682 1.39893
C -2.10753 1.89001 1.93721
C 0.82594 1.67593 1.75831
C 0.95497 2.67637 2.71453
C 2.19134 3.26918 2.92662
C 3.29748 2.85941 2.19461
C 3.17618 1.84291 1.25763
C 1.93709 1.25825 1.02441
P 1.63532 -0.05382 -0.19897
C 2.77350 0.18415 -1.58699
C 2.35659 -1.53242 0.58818
H -0.70439 -0.13671 3.60036
H 0.10104 -1.17874 2.40620
H -1.66944 -1.12281 2.47230
H -2.00292 2.14444 2.99217
H -3.03453 1.32959 1.80328
H -2.15035 2.79424 1.33109
H 0.10027 3.00418 3.29357
H 2.29031 4.05936 3.65951
H 4.25753 3.33194 2.35517
H 4.04534 1.52510 0.69398
H 2.58344 -0.64234 -2.27165
H 3.81386 0.14866 -1.26117
H 2.57466 1.11598 -2.10165
H 3.21595 -1.21705 1.17883
H 2.68541 -2.21429 -0.19486
H 1.64679 -2.05460 1.22730
Te -0.30645 2.60299 -1.84868
C 1.34018 3.70418 -1.15320
C 1.28505 4.66664 -0.18539
C 2.50616 5.38313 -0.03953
C 3.46006 4.96177 -0.91189
S 2.88458 3.69818 -1.90643
H 0.39668 4.86041 0.40110
H 2.65458 6.18336 0.67163
H 4.46736 5.32781 -1.03552
```



Number 1: maximum force 1.5 eV/Å. Number 2: maximum force 12.0 eV/Å. Number 3: maximum force 1.5 eV/Å. Number 4: maximum force 1.9 eV/Å. Number 5: maximum force 1.4 eV/Å. Number 6: maximum force 2.4 eV/Å.